## w
A cluster of 2 separate species, C4H16N3O in total, computed with wB97M-V/def2-TZVPD.

Last columns: bonded neighbours and bond lengths (Å).
Element x y z (Å)
1 O 2.787 1.360 -0.225  H9 0.964, H21 0.970
2 N -0.910 -1.121 0.955  C8 1.548, H15 1.028, H20 1.042, H24 1.034
3 N -0.989 1.562 1.651  C6 1.489, H16 1.000, H22 1.005
4 N -1.453 -1.424 -1.597  C5 1.456, H14 1.013, H17 1.014
5 C -0.111 -1.804 -1.179  N4 1.456, C8 1.583, H11 1.109, H12 1.080
6 C 0.339 1.593 0.977  N3 1.489, C7 1.557, H10 1.107, H23 1.087
7 C 0.126 0.668 -0.257  C6 1.557, C8 1.518, H13 1.090, H18 1.082
8 C 0.272 -0.820 0.001  N2 1.548, C5 1.583, C7 1.518, H19 1.074
9 H 3.298 0.547 -0.146  O1 0.964
10 H 0.692 2.594 0.663  C6 1.107
11 H -0.250 -2.827 -0.773  C5 1.109
12 H 0.634 -1.772 -1.960  C5 1.080
13 H 0.940 0.930 -0.933  C7 1.090
14 H -2.123 -2.118 -1.906  N4 1.013
15 H -0.893 -0.569 1.823  N2 1.028
16 H -1.745 1.474 1.002  N3 1.000
17 H -1.514 -0.654 -2.254  N4 1.014
18 H -0.605 1.120 -0.914  C7 1.082
19 H 1.251 -1.027 0.391  C8 1.074
20 H -1.096 -2.144 0.895  N2 1.042
21 H 3.375 1.940 -0.733  O1 0.970
22 H -1.254 2.187 2.393  N3 1.005
23 H 0.939 1.096 1.735  C6 1.087
24 H -1.710 -0.791 0.389  N2 1.034

## Properties
**Total charge**: +1
**HOMO**: -13.013 eV
**HOMO-LUMO gap**: 10.35 eV

Results of the natural (NBO) charge analysis, in e, for atoms 1 through 6:
1 O -0.95
2 N -0.74
3 N -0.90
4 N -0.90
5 C -0.23
6 C -0.20

***

## x
A cluster of 2 separate species, C4H16N3O in total, computed with wB97M-V/def2-TZVPD.

Last columns: bonded neighbours and bond lengths (Å).
Element x y z (Å)
1 O -2.423 -0.130 -2.423  H20 0.989, H22 0.920
2 N 0.687 0.608 1.622  C5 1.500, C8 1.408, H17 0.996
3 N -0.580 1.092 -1.066  C7 1.544, H15 1.091, H19 1.066, H24 1.024
4 N -1.091 -1.653 0.526  C6 1.430, H13 0.995, H18 0.967
5 C 1.047 -0.845 1.711  N2 1.500, C6 1.685, H12 1.142, H23 1.031
6 C 0.321 -1.871 0.589  N4 1.430, C5 1.685, H11 1.090, H21 1.055
7 C 0.823 1.633 -0.712  N3 1.544, C8 1.554, H9 1.098, H16 1.092
8 C 1.443 1.330 0.680  N2 1.408, C7 1.554, H10 1.096, H14 1.106
9 H 1.681 1.276 -1.297  C7 1.098
10 H 2.415 0.871 0.466  C8 1.096
11 H 0.897 -1.657 -0.311  C6 1.090
12 H 2.169 -1.006 1.570  C5 1.142
13 H -1.651 -0.913 0.887  N4 0.995
14 H 1.713 2.309 1.119  C8 1.106
15 H -0.608 0.862 -2.133  N3 1.091
16 H 0.647 2.690 -0.925  C7 1.092
17 H -0.044 1.057 2.128  N2 0.996
18 H -1.690 -2.405 0.417  N4 0.967
19 H -0.714 0.097 -0.708  N3 1.066
20 H -2.457 -0.706 -3.226  O1 0.989
21 H 0.658 -2.818 0.909  C6 1.055
22 H -2.735 -0.656 -1.735  O1 0.920
23 H 0.835 -0.891 2.719  C5 1.031
24 H -1.341 1.725 -0.806  N3 1.024

## Properties
**Total charge**: +1
**HOMO**: -12.165 eV
**HOMO-LUMO gap**: 9.01 eV

Results of the natural (NBO) charge analysis, in e, for atoms 1 through 6:
1 O -0.97
2 N -0.68
3 N -0.73
4 N -0.90
5 C -0.21
6 C -0.23

***

Comparing the structures above, w comes out on top by 1.320 eV.